(1)
This record from the Open Molecules 2025 dataset describes C44H30F15GeN6O5PbS as an isolated structure. The level of theory is ωB97M-V with the def2-TZVPD basis set.

XYZ file:
```
103
Properties=species:S:1:pos:R:3:forces:R:3:mulliken_charge:R:1
Pb -0.587280 -0.174251 -0.085474 -0.25 -0.12 0.23 1.816
C -1.189575 1.174162 4.463491 0.10 0.10 -0.04 -0.580
O 0.158549 1.225171 4.990087 -0.22 -0.06 -0.22 -0.483
C 1.254446 1.216150 4.249862 -0.13 0.05 0.34 0.516
C 2.446563 1.306217 4.919475 0.21 0.05 0.13 -0.825
C 3.661255 1.321764 4.221740 -0.10 0.01 -0.09 -0.743
C 3.717679 1.262263 2.840488 0.20 0.04 0.20 -1.164
C 2.550507 1.144287 2.091790 0.00 -0.06 -0.51 1.385
C 2.665580 1.206989 0.674024 0.07 0.03 0.53 -1.834
N 1.719503 1.027814 -0.224206 -0.04 0.04 -0.18 1.804
N 2.131484 1.298896 -1.449411 -0.11 -0.21 -0.01 -0.785
C 1.256662 0.926173 -2.423851 -0.23 -0.20 -0.34 0.466
O 0.136245 0.369160 -2.258034 0.64 -0.22 0.36 -1.069
C 1.690759 1.239068 -3.808051 -0.02 -0.09 0.12 0.403
C 2.970559 1.721558 -4.085540 0.06 0.05 0.01 -0.044
C 3.324201 2.029849 -5.389487 0.05 0.02 0.05 -0.845
C 2.405643 1.862032 -6.418210 -0.09 -0.05 0.00 -0.531
C 1.130706 1.380609 -6.144825 0.17 -0.19 -0.06 -0.724
C 0.776990 1.064231 -4.844945 0.07 -0.30 -0.07 -0.370
C 1.270696 1.042448 2.798089 -0.18 0.07 -0.22 0.502
O 0.213375 0.805476 2.186512 0.31 -0.43 0.05 -0.442
H -1.824770 1.283977 5.333822 0.03 0.01 0.11 0.377
H -1.384518 0.224524 3.974988 0.05 -0.08 0.01 0.282
H -1.370587 1.986029 3.762876 0.07 0.03 0.01 0.166
H 2.416573 1.389876 5.998098 0.05 -0.02 -0.04 0.492
H 4.583545 1.405505 4.786182 -0.07 0.01 -0.04 0.428
H 4.669135 1.322590 2.326959 -0.01 0.01 0.04 0.568
H 3.657694 1.434976 0.287250 -0.02 0.07 -0.01 0.357
H 3.675953 1.846422 -3.275756 -0.01 0.03 -0.03 0.467
H 4.318015 2.402015 -5.606754 -0.04 -0.02 0.02 0.447
H 2.683111 2.103769 -7.437039 -0.01 0.01 0.04 0.436
H 0.414879 1.260114 -6.948378 0.02 0.00 0.04 0.448
H -0.211165 0.687172 -4.611525 0.06 0.05 -0.04 0.402
C -5.462479 -2.160359 1.477069 0.08 0.09 -0.10 -0.964
N -5.029596 -1.109390 0.548815 -0.04 -0.06 0.03 0.189
C -5.904946 -0.477874 -0.274490 0.01 -0.15 0.19 -0.118
C -5.514523 0.472219 -1.144522 -0.04 0.19 -0.13 -1.159
C -4.117269 0.755846 -1.204289 0.11 -0.24 0.18 0.838
N -3.252515 0.120323 -0.420041 -0.15 0.13 -0.24 0.194
C -3.673441 -0.783798 0.511288 0.12 -0.02 0.11 0.090
O -2.889176 -1.308423 1.301597 -0.11 0.10 -0.24 -0.713
N -3.641797 1.649518 -2.075731 0.05 -0.01 -0.02 -0.187
H -6.528371 -2.059777 1.656818 -0.04 0.03 -0.03 0.347
H -4.917286 -2.058572 2.408309 0.01 0.06 0.05 0.306
H -5.249060 -3.145447 1.065685 0.01 0.00 -0.05 0.302
H -6.938001 -0.783000 -0.187206 -0.03 0.00 0.04 0.365
H -6.227580 0.980377 -1.779269 0.07 -0.06 0.05 0.396
H -4.262485 2.222422 -2.618086 0.00 -0.03 -0.02 0.242
H -2.653594 1.841469 -2.105819 0.04 0.09 0.05 -0.108
F 0.371263 7.012333 -1.066844 0.01 -0.03 0.12 -0.393
C 0.166671 6.124517 -2.047001 0.00 -0.15 0.03 0.589
C -0.105929 4.798515 -1.745970 0.10 -0.18 0.09 -0.035
C -0.262553 3.943989 -2.815168 -0.16 -0.09 0.22 -0.394
F -0.566241 2.645842 -2.598708 -0.31 0.71 -0.02 -0.352
C -0.138596 4.354350 -4.124072 -0.05 -0.18 -0.13 0.088
F -0.287366 3.491838 -5.126721 -0.27 0.38 0.01 -0.260
C 0.130535 5.680145 -4.386349 0.05 0.13 -0.12 0.783
F 0.246538 6.095098 -5.636572 0.00 0.05 -0.12 -0.304
C 0.275231 6.576434 -3.343954 0.01 0.14 -0.06 0.177
F 0.523909 7.853585 -3.601492 0.05 0.07 -0.01 -0.299
Ge -0.182239 4.286532 0.150254 -0.08 0.22 0.19 1.033
S -1.050088 2.442643 0.947859 -0.27 0.21 -0.57 -0.183
C 1.609070 4.553098 0.909401 -0.09 0.04 0.20 -0.182
C 1.750435 4.399544 2.283584 -0.18 -0.03 -0.19 0.217
F 0.722445 3.933139 3.016141 0.03 0.15 -0.01 -0.648
C 2.906842 4.712710 2.957406 0.02 -0.04 0.24 0.238
F 2.994384 4.561733 4.278742 0.02 -0.01 -0.04 -0.375
C 3.987916 5.187974 2.242139 0.14 0.04 0.07 0.586
F 5.112650 5.489861 2.869690 0.11 0.02 0.06 -0.322
C 3.902683 5.329326 0.872459 0.16 0.00 -0.09 0.270
F 4.952459 5.772788 0.189177 0.03 -0.02 -0.02 -0.313
C 2.729374 4.998499 0.222710 -0.16 -0.14 0.09 0.788
F 2.733436 5.111100 -1.106445 -0.12 0.08 -0.12 -0.325
C -1.465750 5.627259 0.825956 0.10 -0.06 -0.06 -0.591
C -2.714447 5.635257 0.224517 0.15 -0.07 0.05 0.140
F -2.995512 4.744526 -0.744754 0.03 -0.08 -0.04 -0.165
C -3.704714 6.526726 0.570228 -0.13 0.00 -0.03 -0.136
F -4.892508 6.501763 -0.029403 -0.03 -0.01 -0.03 -0.290
C -3.450937 7.450702 1.564744 -0.13 0.10 0.04 0.749
F -4.389464 8.314213 1.918356 -0.08 0.07 0.03 -0.294
C -2.221347 7.473782 2.191051 0.03 0.12 0.16 0.078
F -1.987157 8.363478 3.150159 0.02 0.03 0.00 -0.288
C -1.247860 6.572395 1.812025 0.13 -0.11 -0.10 0.513
F -0.060530 6.663825 2.426069 0.01 -0.08 -0.02 -0.300
O 0.338380 -2.663181 -0.244580 0.21 -0.11 -0.06 -0.519
C 1.316344 -3.331681 0.075809 -0.09 0.03 0.00 0.147
C 2.590334 -2.716902 0.567355 0.08 0.07 -0.11 -0.105
C 3.371513 -2.413887 -0.743179 0.01 -0.14 0.04 0.355
C 3.473060 -3.565039 -1.769963 -0.16 0.05 0.01 -1.164
C 2.160461 -3.943430 -2.496531 0.05 -0.08 0.18 -0.084
C 1.268265 -4.920938 -1.701206 0.14 0.25 0.11 -0.974
N 1.414671 -4.654471 -0.252254 -0.28 -0.09 -0.18 -0.206
H 3.147982 -3.410983 1.199029 0.02 0.02 -0.02 0.418
H 2.410735 -1.792664 1.116038 -0.02 -0.02 0.05 -0.419
H 4.382285 -2.107237 -0.468585 -0.02 0.04 0.00 0.513
H 2.895490 -1.558129 -1.233185 0.02 0.00 0.02 -0.481
H 3.911634 -4.452257 -1.297067 0.02 0.05 -0.05 0.357
H 4.188367 -3.239744 -2.525829 0.03 -0.02 0.00 0.462
H 2.399863 -4.393000 -3.460780 -0.03 0.02 -0.02 0.484
H 1.596976 -3.029344 -2.701929 0.02 0.00 -0.04 -0.019
H 1.566292 -5.952371 -1.868843 0.00 -0.06 0.02 0.432
H 0.225973 -4.813605 -1.984800 -0.06 -0.05 0.00 0.287
H 2.227678 -5.100826 0.137006 0.16 0.02 -0.02 0.372
```
Forces are in eV/Å.

Summary:
Highest occupied orbital energy (spin up / spin down) in eV: -10.44 / -10.44
E_LUMO (spin up / spin down) in eV: -5.5 / -5.5
Kohn-Sham gap (spin up / spin down) in eV: 4.9 / 4.9
Total charge: +1

(2)
This record from the Open Molecules 2025 dataset describes C3H3FN2 as an isolated structure. The level of theory is ωB97M-V with the def2-TZVPD basis set.

XYZ file:
```
9
Properties=species:S:1:pos:R:3:forces:R:3:nbo_charge:R:1
C 1.935356 0.348255 -0.255034 -1.07 -1.14 0.53 0.233
C -0.596978 0.735899 -0.043571 2.19 -4.16 0.14 0.699
C 0.831506 -0.549965 -0.319026 -4.50 2.34 -0.88 -0.547
N 2.618832 1.243418 -0.141014 1.82 1.52 0.03 -0.290
N -0.947264 0.927986 1.134176 0.64 1.31 -1.11 -0.677
F -1.220008 1.088119 -1.183700 0.77 0.31 0.62 -0.326
H 0.636995 -1.306475 0.489882 0.52 0.78 -1.22 0.282
H 0.558689 -0.717066 -1.398234 0.56 -0.88 1.29 0.265
H -1.531796 1.761146 1.086221 -0.94 -0.07 0.59 0.362
```
Forces are in eV/Å.

Summary:
Highest occupied orbital energy in eV: -10.83
E_LUMO in eV: 0.4
Kohn-Sham gap in eV: 11.2
Energy above the lowest of the compared OMol25 structures with the same formula, charge and spin in eV: 2.372

(3)
This record from the Open Molecules 2025 dataset describes C37H34N11Tb as an isolated structure. The level of theory is ωB97M-V with the def2-TZVPD basis set.

XYZ file:
```
83
Properties=species:S:1:pos:R:3:forces:R:3:mulliken_spin:R:1
Tb 0.000273 -0.073737 0.059505 0.44 -0.11 -0.52 5.992
C 2.214125 0.631008 -2.642602 0.18 -0.17 -0.04 0.004
C 2.556033 -0.835923 -2.316424 -0.12 0.33 0.30 -0.006
C 1.433715 -1.738453 -2.693501 -1.91 -0.37 -0.01 0.003
C 1.632830 -2.902395 -3.467507 0.02 1.17 0.70 -0.001
C 0.551773 -3.656194 -3.865302 -2.04 0.99 0.63 0.000
C -0.746864 -3.160786 -3.526405 1.10 0.00 0.02 0.000
C -0.875551 -1.998428 -2.740655 0.37 -1.02 -0.78 0.000
N 0.164839 -1.315117 -2.264311 2.14 -0.98 -0.88 0.007
N 1.710388 1.386599 -1.476562 -0.15 -0.21 0.12 -0.003
C 1.085638 2.630235 -1.963756 -0.14 0.05 0.05 -0.007
C -0.346794 2.471296 -2.399272 0.08 -0.02 -0.09 0.006
C -0.880921 3.406017 -3.279986 -0.04 0.02 -0.06 -0.002
C -2.201637 3.301916 -3.671255 0.07 -0.08 0.07 0.001
C -2.942013 2.225993 -3.199464 -0.02 0.01 -0.04 -0.001
C -2.333429 1.343487 -2.333846 -0.09 -0.08 -0.05 0.003
N -1.068763 1.461821 -1.901365 0.04 0.06 0.19 0.010
C 2.829573 1.747148 -0.594182 -0.03 0.00 0.20 0.001
C 2.352292 2.367252 0.699021 -0.08 0.04 -0.01 0.002
C 3.264814 2.896042 1.596741 -0.02 0.06 -0.02 0.000
C 2.795346 3.493728 2.754237 0.02 -0.04 -0.05 0.000
C 1.425420 3.581164 2.952958 0.00 0.01 -0.01 0.000
C 0.588666 3.017232 2.010802 -0.10 0.05 0.01 -0.001
N 1.032650 2.389852 0.915646 -0.13 -0.30 0.02 0.006
H 3.097125 1.132537 -3.053964 -0.02 0.07 0.03 0.000
H 1.438466 0.651486 -3.409072 0.04 0.04 0.01 0.001
H 3.466345 -1.143907 -2.827445 0.03 0.00 0.07 -0.001
H 2.737164 -0.930904 -1.234868 0.15 0.01 -0.14 0.007
H 2.632954 -3.188765 -3.766153 0.05 0.10 0.10 0.000
H 0.680243 -4.557598 -4.443518 -0.08 -0.08 -0.05 0.000
H -1.636222 -3.677763 -3.862496 0.04 0.04 0.01 0.000
H -1.858488 -1.618543 -2.490954 -0.03 -0.09 0.03 -0.001
H 1.093190 3.369413 -1.165888 0.06 0.01 0.00 -0.001
H 1.670161 3.049307 -2.790572 0.02 -0.04 0.00 -0.001
H -0.258163 4.209652 -3.651106 0.01 -0.02 0.01 0.000
H -2.640770 4.028575 -4.340974 0.01 0.00 -0.01 0.000
H -3.969576 2.076954 -3.499480 0.01 -0.03 0.01 0.000
H -2.892209 0.485355 -1.974257 0.02 0.02 0.05 -0.002
H 3.418234 0.855324 -0.364465 -0.01 0.00 -0.03 -0.003
H 3.502354 2.454006 -1.097878 0.03 -0.05 -0.02 0.000
H 4.325761 2.840446 1.388608 0.00 0.00 0.00 0.000
H 3.487486 3.898088 3.480674 -0.01 0.02 0.00 0.000
H 1.013824 4.070311 3.824281 -0.02 0.00 -0.01 0.000
H -0.487712 3.065052 2.128190 0.02 -0.04 0.05 0.000
N -3.460180 -3.449162 0.164504 0.02 0.24 0.05 0.000
C -3.138916 -2.159669 0.285458 -0.24 -0.03 0.01 -0.001
N -1.831869 -2.025942 0.167719 0.61 0.29 -0.02 0.009
C -1.391758 -3.314769 -0.011198 -0.45 0.03 0.06 -0.005
N -2.366037 -4.194351 -0.018420 0.22 -0.11 -0.02 0.000
C 0.008947 -3.721162 -0.113034 0.29 -0.13 0.01 0.003
C 0.330371 -5.055456 -0.375056 -0.04 0.18 0.05 -0.002
N 1.583240 -5.475732 -0.389915 0.02 -0.14 -0.01 0.001
C 2.523984 -4.581550 -0.112860 -0.09 0.07 -0.01 0.000
C 2.210086 -3.250946 0.123768 0.11 0.12 0.03 0.001
N 0.956387 -2.802866 0.098924 -0.37 0.07 0.05 -0.002
H -4.362911 -3.892367 0.238397 -0.05 0.03 -0.01 0.000
H -3.851451 -1.368507 0.460605 0.00 -0.03 0.01 0.000
H -0.452396 -5.777654 -0.569340 0.01 -0.01 0.00 0.000
H 3.546797 -4.935626 -0.084698 0.02 0.07 0.01 0.000
H 2.985091 -2.528588 0.342965 0.01 -0.06 0.00 -0.002
C -5.305661 1.947778 2.171459 -0.02 0.00 -0.02 -0.001
C -4.686670 1.638043 0.969272 -0.12 0.01 -0.03 0.001
C -3.391363 1.149836 0.973029 0.29 -0.05 0.19 0.006
C -2.706781 0.957661 2.170541 -0.61 0.22 -0.13 0.000
C -3.338622 1.256853 3.379320 0.26 -0.13 -0.07 -0.002
C -4.628822 1.754371 3.370464 -0.03 -0.01 -0.03 0.000
N -1.367871 0.496072 2.066100 0.85 -0.19 0.45 0.001
N -0.769084 0.399510 3.168858 -0.80 0.26 -0.08 -0.003
C 0.565221 0.033760 3.224268 0.73 -0.38 -0.16 -0.007
C 1.084877 0.089947 4.528206 -0.25 0.02 -0.13 -0.001
C 2.413246 -0.195564 4.755146 0.13 -0.05 -0.04 0.000
C 3.210593 -0.541496 3.671283 -0.02 0.01 0.09 0.001
C 2.677214 -0.599496 2.386487 -0.02 -0.09 -0.25 0.007
C 1.341881 -0.331018 2.088576 -0.38 0.32 0.13 -0.016
H -6.311437 2.345527 2.175079 0.00 -0.02 0.00 0.000
H -5.216319 1.785406 0.036707 0.04 0.02 -0.02 0.000
H -2.875842 0.933400 0.045430 -0.07 0.04 -0.03 -0.002
H -2.803302 1.095837 4.302791 -0.03 0.04 0.05 0.000
H -5.114457 1.998815 4.305570 0.01 -0.02 0.01 0.000
H 0.419029 0.371565 5.334080 0.01 -0.02 0.02 0.000
H 2.828642 -0.153011 5.752514 -0.02 0.00 0.00 0.000
H 4.257413 -0.771250 3.828354 0.00 0.01 -0.01 0.000
H 3.366162 -0.866981 1.587471 0.02 0.03 0.01 0.001
```
Forces are in eV/Å.

Summary:
Highest occupied orbital energy (spin up / spin down) in eV: -13.23 / -13.23
E_LUMO (spin up / spin down) in eV: -5.8 / -5.8
Kohn-Sham gap (spin up / spin down) in eV: 7.4 / 7.5
2S+1: 7
Total charge: +2

| no. | maximum force (eV Å⁻¹) |
| --- | --- |
| 1 | 0.77 |
| 2 | 5.14 |
| 3 | 2.51 |